Entry from OMol25: a cluster of 2 separate species, C4H10N in total in a non-equilibrium geometry (wB97M-V/def2-TZVPD).

- E_HOMO (spin up / spin down) (eV) = -20.25 / -22.22
- <S²> = 0.75
- spin multiplicity = 2
- Kohn-Sham gap (spin up / spin down) (eV) = 10.4 / 9.9
- total charge = +2

Positions of all 15 atoms, in Å:
C (2.144, -0.551, 1.203)
N (1.914, 0.668, 0.855)
H (2.199, -1.259, 0.379)
H (2.097, -0.862, 2.238)
H (2.103, 1.334, 1.608)
H (1.620, 0.918, -0.082)
C (-1.000, -0.739, -1.505)
C (-1.663, 0.329, -0.782)
C (-1.365, 0.878, 0.463)
H (-1.371, -0.906, -2.515)
H (-1.334, -1.651, -0.963)
H (0.085, -0.734, -1.564)
H (-2.627, 0.600, -1.235)
H (-1.763, 1.854, 0.730)
H (-1.037, 0.121, 1.170)